100
Properties=species:S:1:pos:R:3:forces:R:3:mulliken_charge:R:1 method="wB97M-V/def2-TZVPD" smiles="O=S1(=O)CCCC1.O=S1(=O)CCCC1.O=S1(=O)CCCC1.O=S1(=O)CCCC1.c1cc[nH]c1.c1cc[nH]c1.c1cc[nH]c1.c1cc[nH]c1" e_tot_ev=-99706.87707 orbital_gap_ev=8.5 lumo_ev=0.3
C -0.619 1.036 0.726 0.986 -0.591 0.599 1.128
C 0.178 1.741 -0.389 -0.943 0.426 0.219 0.578
C 0.860 0.691 -1.254 0.415 -0.408 -0.494 -1.408
S 0.214 -0.917 -0.742 -1.144 0.685 0.076 1.092
O 1.115 -1.501 0.221 0.149 -0.157 -0.029 -0.612
O -0.296 -1.691 -1.846 0.539 -0.156 -0.209 -0.479
C -1.197 -0.220 0.103 -0.120 0.307 0.482 -0.797
H -1.311 1.644 1.303 -0.246 0.165 -0.452 -0.373
H 0.095 0.697 1.488 -0.008 0.039 -0.040 -0.585
H 0.851 2.469 0.060 0.326 -0.339 -0.279 0.180
H -0.544 2.290 -1.001 0.199 -0.083 -0.101 -0.591
H 1.946 0.671 -1.166 -0.017 -0.101 0.157 0.541
H 0.617 0.760 -2.315 -0.101 0.173 0.039 0.453
H -1.574 -0.937 0.831 -0.007 -0.050 -0.057 0.546
H -1.959 0.030 -0.634 0.031 -0.216 -0.115 0.173
C 3.955 -1.143 3.832 -0.072 0.045 0.621 -0.539
C 5.150 -2.096 3.961 0.185 0.013 0.098 -0.692
C 4.497 -3.475 3.940 -0.386 0.098 0.659 -0.848
S 3.224 -3.388 2.674 0.037 0.263 0.410 1.364
O 1.992 -3.859 3.256 -0.093 -0.036 -0.180 -0.749
O 3.696 -3.935 1.431 0.073 -0.219 -0.221 -0.668
C 3.243 -1.582 2.568 0.271 -0.503 -0.300 -0.253
H 4.218 -0.086 3.861 0.098 -0.013 -0.337 0.238
H 3.309 -1.299 4.703 -0.083 0.022 -0.086 0.373
H 5.693 -1.983 4.901 -0.032 0.170 -0.015 0.383
H 5.859 -1.913 3.150 -0.026 -0.229 -0.072 0.291
H 3.917 -3.526 4.866 -0.048 -0.143 -0.051 0.356
H 5.090 -4.385 3.920 0.218 0.144 -0.551 0.426
H 2.232 -1.241 2.374 -0.002 0.075 0.085 -0.001
H 3.887 -1.429 1.700 -0.202 0.317 -0.088 0.337
C 1.947 -6.012 -0.428 0.431 0.568 -0.103 -0.280
C 0.544 -5.773 0.102 -0.606 0.104 0.275 -0.843
C -0.160 -4.868 -0.918 0.519 -0.657 -0.573 -0.007
S 0.440 -5.503 -2.511 0.051 -0.359 0.733 1.161
O 1.078 -4.458 -3.269 -0.162 0.303 -0.364 -0.605
O -0.597 -6.335 -3.075 0.130 0.106 -0.323 -0.726
C 1.765 -6.536 -1.845 -0.664 -0.134 0.079 -0.944
H 2.591 -6.647 0.178 -0.229 -0.165 0.080 0.434
H 2.441 -5.037 -0.457 0.135 -0.079 -0.054 0.114
H 0.490 -5.315 1.090 0.323 0.003 0.005 0.354
H -0.015 -6.713 0.165 0.078 -0.028 -0.013 0.339
H 0.166 -3.832 -0.920 -0.164 0.059 0.363 -0.317
H -1.235 -5.011 -0.911 -0.067 0.337 -0.076 0.530
H 2.622 -6.462 -2.505 0.032 0.002 -0.003 0.418
H 1.329 -7.537 -1.847 0.277 -0.103 -0.007 0.363
C -1.734 4.585 -0.450 0.163 -0.618 0.054 0.304
C -2.633 5.805 -0.290 -0.800 -0.071 -1.123 -1.007
C -2.807 6.091 1.192 0.950 0.105 0.047 -0.819
S -1.293 5.446 1.964 -0.368 0.341 -0.413 1.128
O -1.643 4.334 2.814 -0.030 -0.083 0.186 -0.712
O -0.545 6.553 2.500 0.276 -0.131 0.145 -0.759
C -0.542 4.810 0.455 0.142 0.366 0.911 0.741
H -1.424 4.353 -1.469 -0.079 0.327 -0.090 0.473
H -2.238 3.677 -0.102 -0.140 0.100 0.034 -0.417
H -3.602 5.661 -0.779 -0.031 -0.311 0.237 0.402
H -2.242 6.639 -0.878 0.398 0.168 0.521 0.394
H -3.627 5.560 1.666 -0.163 0.136 -0.077 0.399
H -2.775 7.154 1.412 -0.398 -0.012 0.167 0.412
H 0.012 3.924 0.760 -0.047 0.188 -0.073 -1.187
H 0.134 5.611 0.153 0.016 -0.110 -0.315 0.451
N -2.956 1.888 3.506 -0.021 0.183 -0.623 0.166
C -3.652 1.594 2.361 0.042 0.052 0.481 -0.178
C -4.043 0.281 2.437 0.445 -0.031 -0.692 -0.786
C -3.443 -0.266 3.596 -0.404 -0.056 0.392 -0.393
C -2.818 0.763 4.259 0.072 -0.018 0.037 -0.821
H -2.551 2.802 3.639 0.184 -0.154 0.244 0.435
H -3.677 2.319 1.564 -0.435 0.059 0.041 0.364
H -4.620 -0.235 1.688 0.058 -0.087 0.015 0.491
H -3.506 -1.289 3.927 -0.062 0.036 0.093 0.463
H -2.330 0.791 5.217 0.085 -0.046 -0.024 0.461
N 2.452 4.178 3.162 -0.107 -0.071 -0.190 0.104
C 2.924 3.304 2.224 0.034 -0.138 -0.477 -1.333
C 2.231 2.125 2.333 -0.006 0.034 0.620 0.051
C 1.316 2.298 3.413 -0.222 -0.043 0.183 0.099
C 1.455 3.572 3.885 0.276 0.285 -0.162 -1.127
H 2.703 5.150 3.182 -0.081 -0.021 0.204 0.239
H 3.692 3.582 1.521 0.041 0.079 0.081 0.400
H 2.383 1.218 1.771 0.091 0.062 -0.106 0.638
H 0.622 1.591 3.843 0.015 -0.133 -0.223 0.522
H 0.919 4.109 4.648 0.004 -0.030 0.036 0.446
N -1.740 0.702 -4.469 -0.099 -0.085 -0.245 0.250
C -2.410 0.632 -3.292 0.309 0.031 0.715 -0.696
C -2.670 1.912 -2.870 -0.055 0.306 -0.238 -0.230
C -2.192 2.785 -3.891 -0.397 0.011 0.269 -0.691
C -1.640 2.003 -4.868 0.434 0.032 0.011 -0.796
H -1.377 -0.124 -4.926 -0.076 0.075 -0.185 0.259
H -2.561 -0.314 -2.799 -0.028 -0.052 -0.102 0.529
H -3.125 2.237 -1.948 -0.196 -0.231 -0.036 0.569
H -2.358 3.850 -3.925 0.236 0.048 -0.054 0.461
H -1.128 2.288 -5.771 -0.094 -0.113 -0.095 0.431
N -0.046 -2.032 -6.646 0.256 0.095 0.143 0.024
C -0.283 -2.352 -5.337 -0.236 -0.396 -0.156 -0.519
C -1.643 -2.425 -5.185 0.213 0.331 0.582 -0.327
C -2.250 -2.082 -6.422 -0.064 0.471 0.052 -0.759
C -1.231 -1.840 -7.304 0.334 -0.097 -0.208 -0.492
H 0.854 -2.036 -7.092 0.000 0.070 0.079 0.199
H 0.477 -2.567 -4.605 0.146 -0.038 -0.175 0.522
H -2.080 -2.612 -4.215 -0.300 -0.112 -0.178 0.600
H -3.289 -1.854 -6.593 -0.064 -0.329 -0.090 0.364
H -1.191 -1.537 -8.337 -0.304 -0.032 -0.019 0.403


103
Properties=species:S:1:pos:R:3:forces:R:3:mulliken_charge:R:1 method="wB97M-V/def2-TZVPD" e_tot_ev=-68389.13979 orbital_gap_ev=5.7 lumo_ev=0.3
C 2.565 0.927 -0.214 1.005 -1.225 1.646 -0.859
P 1.685 2.461 -0.938 0.830 -2.933 1.650 0.466
C -0.041 2.757 -0.167 -1.192 1.059 0.369 -0.755
B 2.781 4.015 -0.715 1.253 -0.242 2.900 0.217
O 3.717 4.140 0.458 0.485 -0.624 -3.550 -0.592
H 3.555 0.773 -0.862 -2.219 0.495 1.293 0.255
H 2.910 1.030 0.901 -0.543 -0.479 -1.783 0.129
H 1.949 -0.085 -0.320 1.146 2.320 0.229 0.311
H 0.045 3.775 0.450 -0.602 -2.468 -1.131 0.241
H -0.402 1.860 0.525 1.090 1.961 -1.512 0.334
H -0.870 2.918 -1.008 1.886 -0.376 1.684 0.040
H 2.753 4.885 -1.538 0.302 -0.052 0.271 -0.104
H 4.617 4.250 0.002 -1.785 0.270 1.241 0.264
C -2.766 5.138 -3.095 0.432 -1.071 -0.449 -0.626
C -2.205 3.825 -3.616 3.067 -7.146 -2.851 0.412
N -1.740 2.735 -4.049 -3.716 8.687 3.428 -0.502
H -3.238 5.691 -3.911 0.124 -0.190 0.041 0.327
H -3.510 4.943 -2.318 0.202 -0.049 -0.073 0.139
H -1.960 5.745 -2.673 -0.074 -0.215 -0.053 0.239
C -5.198 2.481 0.204 0.776 1.259 0.161 -0.643
C -4.372 3.748 0.355 4.570 6.906 0.862 0.286
N -3.687 4.800 0.480 -5.436 -8.320 -1.066 -0.506
H -5.057 1.838 1.077 0.003 0.166 -0.156 0.331
H -6.258 2.735 0.116 0.312 0.030 0.058 0.321
H -4.887 1.938 -0.693 0.037 0.201 0.204 0.208
C -7.025 0.875 -3.160 -0.047 -0.118 1.198 -0.842
C -7.121 0.659 -1.658 -0.667 -1.329 8.051 0.564
N -7.200 0.480 -0.412 0.589 1.283 -9.960 -0.572
H -7.855 0.371 -3.663 0.090 -0.016 0.269 0.305
H -7.067 1.944 -3.386 -0.023 -0.119 0.190 0.337
H -6.081 0.469 -3.535 -0.137 -0.028 0.169 0.238
C 5.850 1.616 2.221 0.413 -1.125 -0.722 -0.224
C 6.410 0.303 1.700 3.027 -7.134 -2.860 0.366
N 6.875 -0.787 1.267 -3.711 8.630 3.471 -0.549
H 5.377 2.169 1.405 0.018 -0.197 0.024 -0.010
H 5.105 1.421 2.998 0.258 -0.044 -0.262 0.226
H 6.655 2.223 2.643 -0.124 -0.270 -0.088 0.201
C 4.388 -3.632 2.337 -0.979 0.587 -0.418 0.169
C 3.119 -2.964 1.832 -6.831 3.608 -2.736 0.387
N 2.067 -2.410 1.413 8.303 -4.410 3.361 -0.539
H 4.449 -4.655 1.954 -0.099 0.172 -0.030 -0.133
H 5.264 -3.073 1.998 -0.202 0.037 -0.063 0.109
H 4.385 -3.661 3.430 -0.125 0.023 -0.234 -0.037
C 2.850 -2.006 6.591 0.461 -1.053 -0.423 -0.729
C 3.410 -3.319 6.070 3.045 -7.191 -2.826 0.465
N 3.875 -4.409 5.638 -3.751 8.710 3.505 -0.527
H 2.377 -1.452 5.775 0.119 -0.199 0.040 0.258
H 2.105 -2.200 7.368 0.148 -0.103 -0.154 0.288
H 3.655 -1.398 7.014 -0.050 -0.196 -0.118 0.262
C 7.631 3.895 5.780 -0.855 -0.803 -0.294 -0.844
C 6.526 2.919 5.407 -6.065 -5.269 -1.908 0.470
N 5.610 2.110 5.098 7.296 6.557 2.859 -0.537
H 8.588 3.369 5.838 -0.228 -0.046 -0.057 0.354
H 7.702 4.683 5.026 -0.146 -0.170 0.094 0.266
H 7.414 4.350 6.751 -0.132 -0.113 -0.202 0.318
C 1.879 3.739 -5.570 0.143 -0.480 1.306 -0.803
C 1.783 3.523 -4.069 -0.595 -1.104 6.756 0.405
N 1.703 3.344 -2.823 -1.121 4.012 -11.684 -0.399
H 1.049 3.235 -6.073 0.090 0.042 0.190 0.312
H 1.836 4.808 -5.797 -0.050 -0.187 0.133 0.128
H 2.822 3.333 -5.946 -0.117 0.004 0.037 0.308
C 4.356 6.710 -7.255 -0.959 -0.461 -0.648 -0.677
C 3.179 6.140 -8.029 -6.443 -3.109 -4.266 0.347
N 2.202 5.667 -8.671 7.827 3.774 5.181 -0.437
H 4.253 6.474 -6.192 -0.077 -0.013 -0.192 0.251
H 5.290 6.278 -7.626 -0.227 0.011 -0.010 0.265
H 4.392 7.796 -7.377 -0.104 -0.203 -0.042 0.281
C -9.933 -2.860 0.364 0.187 0.618 -1.072 -0.772
C -9.709 -2.119 -0.944 1.235 4.077 -7.233 0.426
N -9.523 -1.504 -2.029 -1.496 -4.982 8.695 -0.477
H -10.578 -2.269 1.021 0.121 -0.009 -0.206 0.287
H -10.410 -3.824 0.170 0.096 0.191 -0.088 0.296
H -8.976 -3.030 0.865 -0.110 0.094 -0.183 0.247
C 2.985 -7.518 3.030 0.929 0.235 -0.804 -0.675
C 3.950 -7.415 1.860 5.184 0.514 -6.278 0.379
N 4.751 -7.330 0.890 -6.378 -0.644 7.653 -0.507
H 3.422 -7.048 3.916 0.108 -0.019 -0.194 0.268
H 2.047 -7.012 2.785 0.339 -0.144 -0.002 0.224
H 2.777 -8.568 3.250 0.048 0.179 -0.176 0.327
C 2.627 4.165 6.128 0.888 0.798 0.222 -0.656
C 3.758 5.145 6.396 6.196 5.310 1.445 0.380
N 4.697 5.957 6.618 -7.444 -6.538 -1.772 -0.478
H 1.708 4.517 6.605 0.224 0.059 -0.044 0.321
H 2.459 4.075 5.052 0.146 0.083 0.159 0.217
H 2.883 3.181 6.532 0.110 0.223 -0.069 0.220
C -5.456 -3.167 -1.747 0.196 0.618 -1.094 -0.087
C -5.232 -2.426 -3.055 1.210 4.044 -7.038 0.372
N -5.046 -1.812 -4.140 -1.507 -4.881 8.625 -0.531
H -6.101 -2.577 -1.090 0.084 0.046 -0.214 0.115
H -5.933 -4.132 -1.941 0.113 0.249 -0.036 -0.149
H -4.499 -3.337 -1.246 -0.095 0.093 -0.185 0.312
C -7.266 -7.155 -4.255 0.207 0.419 1.134 -0.695
C -7.014 -6.625 -2.853 1.361 2.872 7.645 0.430
N -6.804 -6.186 -1.690 -1.729 -3.603 -9.318 -0.558
H -7.038 -8.224 -4.296 -0.008 0.195 0.135 0.271
H -8.314 -7.004 -4.527 0.169 0.035 0.163 0.262
H -6.632 -6.627 -4.973 -0.066 -0.013 0.225 0.263
C 0.356 -7.513 -0.767 -0.066 -0.179 1.202 -0.742
C 0.260 -7.729 0.735 -0.576 -1.188 8.164 0.467
N 0.180 -7.908 1.980 0.413 1.372 -10.098 -0.547
H -0.474 -8.017 -1.270 0.097 0.049 0.214 0.289
H 0.313 -6.444 -0.993 0.016 -0.155 0.177 0.270
H 1.299 -7.919 -1.142 -0.115 0.055 0.200 0.271